(1)
The following is a DFT calculation (the ωB97M-V functional and the def2-TZVPD basis) of a molecular structure, C7H19Al2INOP in a non-equilibrium geometry.

Max |F| in eV/Å: 3.27
DFT total energy in Ha: -1531.30509
Charge: +2
Lowest unoccupied orbital energy in eV: -10.8934
HOMO-LUMO gap in Eh: 0.1502

Element x y z (Å)
H  0.390  -0.858  -1.784
H  -4.265  0.635  1.623
H  3.447  2.085  1.410
H  -4.359  2.119  0.721
H  2.842  0.478  0.964
H  -4.107  -0.201  -1.668
H  -0.730  -2.988  -0.999
H  1.485  -0.995  -0.462
H  2.138  3.148  -0.294
I  0.298  -3.139  1.457
H  -0.247  2.435  0.094
N  0.239  0.975  1.446
H  -3.025  1.932  1.840
H  2.304  -3.234  -0.993
Al  -0.743  -0.370  0.599
O  -3.700  -0.506  -0.838
C  0.582  2.194  0.757
H  3.841  1.357  -0.129
H  -1.120  -1.613  1.619
H  1.697  1.660  -1.048
C  0.241  -2.704  -0.624
C  -3.669  1.403  1.152
Al  -1.712  0.818  -2.691
C  1.866  2.123  -0.079
H  1.292  -3.188  -2.394
P  -2.716  0.664  -0.204
H  0.661  3.039  1.438
C  1.328  -3.514  -1.365
C  3.058  1.479  0.605
H  1.157  -4.575  -1.299
H  1.053  0.571  1.906
C  0.471  -1.231  -0.762



(2)
The following is a DFT calculation (the ωB97M-V functional and the def2-TZVPD basis) of C7H9N in the gas phase in a non-equilibrium geometry.

Max |F| in eV/Å: 3.10
Energy above the lowest of the compared OMol25 structures with the same formula, charge and spin in kJ/mol: 214.78
DFT total energy in Ha: -326.80916
SMILES string: C1[C@H]2[C@H]3C[C@H]4[C@@H]1N4[C@H]32
Lowest unoccupied orbital energy in eV: 1.0587
HOMO-LUMO gap in Eh: 0.3825

Element x y z (Å)
C  0.317  -1.321  0.086
C  -1.414  0.300  -0.614
H  2.359  -0.873  -0.376
H  -2.465  0.675  -0.381
H  -1.236  0.238  -1.719
H  1.239  -0.474  -1.641
C  0.163  0.666  1.209
H  0.603  -2.340  0.246
C  -1.069  -0.992  0.096
H  1.911  1.459  0.059
H  0.275  1.193  2.214
C  1.061  0.822  0.019
H  -0.633  2.313  -0.072
C  1.379  -0.491  -0.590
H  -1.854  -1.683  0.161
N  -0.234  -0.745  1.316
C  -0.402  1.254  -0.012



(3)
The following is a DFT calculation (the ωB97M-V functional and the def2-TZVPD basis) of a molecular structure, C3H4O3Y in a non-equilibrium geometry.

Max |F| in eV/Å: 3.24
Energy above the lowest of the compared OMol25 structures with the same formula, charge and spin in kJ/mol: 345.32
DFT total energy in Ha: -380.36225
Charge: +1
Lowest unoccupied orbital energy in eV: -6.8435
HOMO-LUMO gap in Eh: 0.2428

Element x y z (Å)
H  0.409  -1.257  -1.348
H  0.380  -1.623  0.407
H  0.120  1.085  -1.032
Y  2.307  1.291  0.995
O  -3.101  0.010  0.656
C  -1.941  -0.056  0.330
C  0.016  -0.941  -0.375
H  4.011  1.191  0.175
O  -1.429  -1.057  -0.390
O  -1.008  0.824  0.665
C  0.237  0.531  -0.083



(4)
The following is a DFT calculation (the ωB97M-V functional and the def2-TZVPD basis) of a molecular structure, C52H46Cl2N12O6TeW in a non-equilibrium geometry.

Expectation value of S²: 2.042
Max |F| in eV/Å: 1.05
Energy above the lowest of the compared OMol25 structures with the same formula, charge and spin in kJ/mol: 200.92
DFT total energy in Ha: -4373.15483
Lowest unoccupied orbital energy (spin up / spin down) in eV: -0.6630 / -1.4616
HOMO-LUMO gap (spin up / spin down) in Eh: 0.2072 / 0.2607
Multiplicity: 3

Element x y z (Å)
C  -3.755  -1.040  0.933
C  -4.490  -1.982  -5.962
C  -2.047  -5.099  2.537
N  -3.164  2.116  0.385
H  0.389  1.955  -7.600
H  4.887  -0.918  3.926
N  -0.193  -1.734  -0.992
C  -0.793  4.112  2.592
H  5.871  1.583  1.376
H  -3.986  -1.317  -6.649
H  -1.368  0.762  -6.320
O  2.855  1.730  4.228
C  -3.519  -4.527  0.703
C  1.225  4.319  4.490
H  2.923  0.636  -0.319
H  4.630  -0.653  -0.796
C  -5.547  -2.779  -6.358
H  3.538  -0.221  1.594
H  2.569  2.475  1.319
N  -4.316  -3.586  -1.429
O  -3.652  1.650  1.408
Cl  -4.208  -1.780  3.515
H  5.567  -0.129  1.708
O  -2.747  1.333  -0.546
H  0.936  4.320  -2.984
H  -1.092  -5.012  3.036
C  -3.429  -3.680  -0.490
H  -5.489  -5.399  0.679
C  0.512  1.787  -6.538
N  -0.205  0.367  0.636
W  -1.957  -0.958  -0.967
H  -1.985  4.242  -2.474
C  1.118  0.222  0.621
H  2.008  4.376  5.237
N  -3.045  -1.824  -2.593
C  0.813  1.356  -3.819
H  5.727  3.268  3.300
H  5.056  2.787  4.869
H  -2.612  2.577  -2.678
N  -0.183  -3.335  0.754
H  -1.313  3.196  -3.774
C  4.673  -2.781  -0.555
C  -1.445  -3.532  0.549
C  -6.184  -3.644  -5.452
C  -0.343  0.913  -4.458
H  2.451  2.707  -6.452
Te  -0.344  2.619  -1.346
H  -5.592  -1.839  1.608
C  -0.488  0.615  1.946
C  1.817  1.998  -4.533
H  4.440  0.200  5.224
H  6.647  2.212  4.362
C  5.023  1.200  3.376
C  -4.306  -5.978  2.395
H  0.791  3.903  1.179
C  4.041  -1.550  -0.634
N  -1.431  0.238  -2.392
C  3.924  -3.922  -0.313
C  -2.300  -4.424  1.358
C  -3.045  -1.392  -3.894
C  0.904  4.257  -1.897
H  1.908  4.105  -1.503
C  2.661  -1.437  -0.496
C  2.550  -3.822  -0.172
C  2.071  -0.027  -0.525
C  1.569  4.126  3.157
Cl  -2.762  4.373  4.425
C  -4.722  -2.925  -3.732
C  0.541  4.036  2.226
C  3.363  2.683  2.043
H  2.717  2.314  -4.020
C  -1.749  3.223  -2.779
C  -5.782  -3.738  -4.136
H  0.485  5.168  -1.474
C  -4.823  -1.165  1.975
H  -6.266  -4.409  -3.439
C  -1.383  0.155  -3.698
C  5.872  0.819  2.155
O  -3.002  3.336  0.211
H  4.408  -4.886  -0.234
C  -4.093  -2.067  -4.632
O  -4.080  -0.962  -0.285
C  -4.543  -5.315  1.197
H  -5.250  -0.173  2.127
H  4.271  2.804  1.451
H  2.860  -0.563  3.176
H  5.748  -2.846  -0.666
H  1.899  1.640  4.090
C  1.907  -2.594  -0.290
C  -1.099  4.290  3.931
C  1.666  2.213  -5.894
H  6.909  0.695  2.473
H  1.951  -4.701  0.026
C  -0.100  4.400  4.885
N  -2.216  -0.545  -4.474
H  6.134  -0.016  4.767
N  -2.218  -3.033  -0.486
N  0.565  0.604  2.724
O  -2.524  -1.042  1.198
C  3.525  1.475  3.000
H  -5.891  -2.743  -7.383
C  0.428  -2.524  -0.213
C  2.929  0.189  2.393
C  -0.479  1.129  -5.827
H  3.644  4.159  3.606
C  3.013  4.009  2.732
C  -4.033  -2.795  -2.482
N  1.690  0.306  -1.875
H  3.245  4.825  2.039
C  0.943  1.183  -2.351
H  -0.363  4.537  5.925
H  -1.488  0.785  2.307
H  -5.087  -6.589  2.829
C  -3.081  -5.872  3.054
C  5.639  2.447  4.014
N  1.583  0.349  1.872
H  -1.591  4.025  1.865
H  -2.936  -6.403  3.986
C  5.114  0.047  4.383
H  -7.008  -4.253  -5.802



(5)
The following is a DFT calculation (the ωB97M-V functional and the def2-TZVPD basis) of a gas-phase ion, C3H7N3P (charge +1) in a non-equilibrium geometry.

Max |F| in eV/Å: 4.66
Energy above the lowest of the compared OMol25 structures with the same formula, charge and spin in kJ/mol: 418.76
DFT total energy in Ha: -623.70049
Charge: +1
SMILES string: C=PC(=[NH2+])/N=N/C
Lowest unoccupied orbital energy in eV: -5.7818
HOMO-LUMO gap in Eh: 0.3069

Element x y z (Å)
H  -0.902  1.980  1.015
H  2.033  0.651  0.493
H  2.881  1.073  -0.995
C  -0.909  -0.649  -0.042
C  -1.764  1.885  0.481
N  -1.433  -2.218  0.265
H  -2.352  2.793  0.384
C  2.381  0.286  -0.434
H  3.214  -0.590  -0.349
H  -0.639  -2.779  -0.070
H  -1.594  -2.379  1.263
P  -2.326  0.459  -0.263
N  1.214  -0.145  -1.163
N  0.198  -0.368  -0.586



(6)
The following is a DFT calculation (the ωB97M-V functional and the def2-TZVPD basis) of a molecular structure, C14H28CrN6O6Se in a non-equilibrium geometry.

Expectation value of S²: 6.130
Max |F| in eV/Å: 4.21
DFT total energy in Ha: -4775.77458
Lowest unoccupied orbital energy (spin up / spin down) in eV: -0.2157 / -1.4663
HOMO-LUMO gap (spin up / spin down) in Eh: 0.2423 / 0.1512
Multiplicity: 5

Element x y z (Å)
C  -1.429  2.303  0.139
C  -1.880  0.032  -3.356
C  3.576  0.302  3.607
H  -1.111  -4.199  -0.007
O  -2.195  -1.839  -0.063
C  -0.241  2.812  -0.484
H  2.635  -3.010  -2.269
H  -0.329  -0.342  6.009
N  0.091  -0.404  3.898
H  0.839  4.241  0.641
C  0.412  -0.235  5.233
Se  1.331  -0.329  1.292
N  -1.731  1.036  -0.213
N  2.205  0.069  3.986
H  3.941  1.225  4.076
C  -1.224  -0.710  3.387
H  -2.818  3.856  0.690
H  1.314  -4.202  -2.538
N  1.058  -0.915  -1.893
H  -2.021  -4.101  -1.533
N  -1.199  -1.537  -0.849
H  -1.832  -1.092  4.215
H  1.624  -2.917  -3.738
C  1.740  0.051  5.289
C  -2.195  3.080  1.164
O  2.256  -0.564  -2.066
Cr  -0.613  0.258  -1.711
N  0.430  1.899  -1.174
H  4.218  -0.530  3.923
H  -1.496  3.623  1.818
H  1.944  1.547  -2.198
H  -2.889  -0.235  -3.025
C  -1.025  -3.969  -1.080
O  1.691  2.292  -1.606
H  -0.356  -4.708  -1.534
C  -0.498  -2.595  -1.322
C  1.628  -3.164  -2.668
C  0.713  -2.244  -1.959
O  -2.746  0.469  0.451
H  -2.648  -0.595  0.252
H  -1.563  -0.863  -4.208
O  -0.560  -1.147  -4.668
H  -1.705  0.180  2.961
C  0.291  4.186  -0.308
O  0.451  0.878  -3.515
H  -2.847  2.456  1.794
H  3.622  0.397  2.519
H  -1.149  -1.464  2.595
C  1.193  -0.210  3.097
H  -1.815  0.986  -3.872
H  2.393  0.245  6.126
H  -0.520  4.923  -0.304
H  -0.696  -1.289  -5.629
H  0.534  1.643  -4.148
H  0.983  4.409  -1.123
H  0.218  0.015  -4.098